i:
This record from the OMol25 dataset describes a 2-piece molecular cluster, H4O2 overall. The level of theory is the ωB97M-V functional and the def2-TZVPD basis.

Structure (XYZ):
```
6
H4O2 (the ωB97M-V functional and the def2-TZVPD basis)
O -1.699 -2.996 -1.220
H -1.689 -2.060 -0.917
H -2.221 -2.982 -2.054
O 2.046 2.331 1.305
H 1.151 2.468 1.689
H 2.412 3.238 1.197
```

Summary:
- gap between HOMO and LUMO (eV) = 12.4
- HOMO energy (eV) = -11.5
- SMILES = O.O



ii:
This record from the OMol25 dataset describes a 2-piece molecular cluster, H4O2 overall. The level of theory is the ωB97M-V functional and the def2-TZVPD basis.

Structure (XYZ):
```
6
H4O2 (the ωB97M-V functional and the def2-TZVPD basis)
O -0.945 -1.848 -0.725
H -1.082 -2.785 -0.581
H -1.273 -1.690 -1.610
O 0.935 2.421 0.808
H 1.700 2.396 1.382
H 0.666 1.506 0.726
```

Summary:
- gap between HOMO and LUMO (eV) = 12.3
- HOMO energy (eV) = -11.4
- SMILES = O.O



How do the energies compare? Relative to the most stable structure, in kcal/mol: i 1.9; ii 0.0.



i:
This record from the OMol25 dataset describes a 2-piece molecular cluster, H4O2 overall. The level of theory is the ωB97M-V functional and the def2-TZVPD basis.

Structure (XYZ):
```
6
H4O2 (the ωB97M-V functional and the def2-TZVPD basis)
O -0.906 -1.063 0.161
H -1.855 -1.297 0.244
H -0.805 -0.700 -0.761
O 0.944 1.090 0.021
H 1.035 0.168 -0.220
H 1.327 1.612 -0.726
```

Summary:
- gap between HOMO and LUMO (eV) = 12.1
- HOMO energy (eV) = -11.3
- SMILES = O.O



ii:
This record from the OMol25 dataset describes a 2-piece molecular cluster, H4O2 overall. The level of theory is the ωB97M-V functional and the def2-TZVPD basis.

Structure (XYZ):
```
6
H4O2 (the ωB97M-V functional and the def2-TZVPD basis)
O 0.158 2.026 0.047
H 0.183 2.530 -0.829
H 0.674 1.233 0.028
O -0.341 -1.787 0.592
H -0.817 -2.604 0.356
H 0.143 -1.398 -0.194
```

Summary:
- gap between HOMO and LUMO (eV) = 12.1
- HOMO energy (eV) = -11.5
- SMILES = O.O



How do the energies compare? Relative to the most stable structure, in kcal/mol: i 0.0; ii 2.9.